[1]
# C6H8BrN

C6H8BrN in the gas phase (wB97M-V/def2-TZVPD, the OMol25 dataset).

Values from the calculation:
Lowest unoccupied orbital energy (alpha / beta): 0.03 / 0.03 eV
HOMO level (alpha / beta): -8.20 / -8.20 eV
Charge: 0
HOMO-LUMO gap (alpha / beta): 0.3023 / 0.3024 Ha
Energy: -77880.052 eV
Strongest force on any atom: 4.79 eV/Å

Atoms and positions in Å:
1 C -1.16989 0.58161 -0.47005
2 C 0.68221 -1.96867 0.58451
3 C -1.58385 -2.81552 0.09144
4 C 1.01357 -0.51918 0.10096
5 C -0.09747 0.31275 0.58163
6 C -0.23672 1.64028 -0.03080
7 N -0.39991 -2.48377 0.09882
8 Br -2.18618 -3.76309 -1.42947
9 H -2.19829 0.81121 -0.28941
10 H 1.14770 -2.48733 1.33581
11 H 1.90269 -0.20253 0.56858
12 H 1.11678 -0.50883 -0.90465
13 H -0.53795 0.05448 1.54106
14 H -1.06335 0.21374 -1.51618
15 H 0.48053 1.86436 -0.89001
16 H -0.52582 2.61432 0.53049

Charges in e, computed with natural (NBO), in the same order as the atoms: number 1, C, carries -0.423; number 2, C, carries 0.086; number 3, C, carries 0.050; number 4, C, carries -0.421; number 5, C, carries -0.243; number 6, C, carries -0.421; number 7, N, carries -0.376; number 8, Br, carries 0.012; number 9, H, carries 0.223; number 10, H, carries 0.198; number 11, H, carries 0.215; number 12, H, carries 0.221; number 13, H, carries 0.237; number 14, H, carries 0.207; number 15, H, carries 0.208; number 16, H, carries 0.228

---

[2]
# C27H46BrHgNOP2S

C27H46BrHgNOP2S as an isolated structure (wB97M-V/def2-TZVPD, the OMol25 dataset).

Values from the calculation:
Lowest unoccupied orbital energy (alpha / beta): -8.83 / -8.83 eV
HOMO level (alpha / beta): -12.51 / -12.51 eV
Charge: +2
HOMO-LUMO gap (alpha / beta): 0.1356 / 0.1351 Ha
Energy: -135893.678 eV
Strongest force on any atom: 2.22 eV/Å

Atoms and positions in Å:
1 N -3.56223 5.24466 -5.26931
2 C -2.27908 4.89570 -5.21003
3 C -1.73455 4.12034 -4.17271
4 C -2.61796 3.53024 -3.22334
5 C -3.96987 3.97795 -3.26195
6 C -4.38238 4.80700 -4.30822
7 C -2.15717 2.41457 -2.41391
8 Hg -2.26636 0.41416 -0.58893
9 P -2.03787 -2.89756 0.61266
10 C -2.75170 1.10371 -2.57780
11 C -2.08648 0.12219 -3.49558
12 C -2.79300 -0.96863 -4.01966
13 C -2.14287 -2.02447 -4.66087
14 C -0.73599 -2.02617 -4.72160
15 C -0.00962 -0.93821 -4.21535
16 C -0.69663 0.15328 -3.67842
17 Br 0.18252 -3.48156 -5.41985
18 H -1.24110 2.53190 -1.82579
19 H -3.83825 1.11788 -2.67901
20 H -0.66081 3.94757 -4.15711
21 H -4.69467 3.69880 -2.49425
22 H -1.65048 5.26118 -6.02310
23 H -5.41815 5.13259 -4.37985
24 H -3.87195 -0.99440 -3.87089
25 H -0.13178 1.01709 -3.32494
26 H -2.72566 -2.84038 -5.08084
27 H 1.07346 -0.95184 -4.25643
28 P -2.19981 1.82387 1.66317
29 C -1.65348 -2.85170 -1.16210
30 C -1.61109 -4.29924 -1.68815
31 H -0.69340 -2.33177 -1.30671
32 H -2.42613 -2.26198 -1.67665
33 H -1.16139 -4.32847 -2.68804
34 H -1.02280 -4.94814 -1.02270
35 H -2.62425 -4.72602 -1.75064
36 C -3.60343 -2.04591 0.95541
37 C -4.53363 -2.96553 1.76516
38 H -4.06278 -1.80342 -0.01770
39 H -3.37827 -1.11411 1.50522
40 H -5.55593 -2.57046 1.77550
41 H -4.55718 -3.96728 1.31700
42 H -4.19439 -3.06213 2.80181
43 C -0.67914 -2.11817 1.52583
44 C 0.14240 -3.14893 2.30858
45 H -1.13662 -1.40340 2.22330
46 H -0.04632 -1.54831 0.82775
47 H 0.78014 -2.64887 3.04767
48 H -0.51307 -3.84772 2.84324
49 H 0.79163 -3.72484 1.63868
50 C -0.90969 1.07920 2.73399
51 C -0.47197 1.80338 4.00108
52 H -0.05878 0.89575 2.05633
53 H -1.33371 0.10711 3.02782
54 H -0.03891 2.79379 3.81551
55 H -1.28406 1.91753 4.73366
56 H 0.30485 1.18061 4.46327
57 C -3.65973 1.47317 2.71413
58 C -5.00356 1.43795 1.99622
59 H -3.67610 2.22387 3.52032
60 H -3.46992 0.50276 3.20550
61 H -5.27611 2.43312 1.61535
62 H -5.01544 0.72870 1.16160
63 H -5.77927 1.11451 2.71094
64 C -1.80253 3.58276 1.98362
65 C -0.57030 4.12734 1.23963
66 H -1.67550 3.65461 3.08706
67 H -2.68991 4.18248 1.74268
68 H -0.89260 4.68815 0.35044
69 H -0.01493 4.82636 1.88797
70 H 0.13470 3.34414 0.88951
71 C 3.55137 0.45495 1.62727
72 S 2.58285 0.65416 0.11601
73 C 3.39341 -0.59605 -0.88823
74 O 1.19072 0.14877 0.39175
75 H 4.60707 0.33285 1.35986
76 H 3.17488 -0.41114 2.18093
77 H 3.43401 1.37527 2.21264
78 H 2.77755 -1.50286 -0.88769
79 H 3.47082 -0.17980 -1.89918
80 H 4.39572 -0.79255 -0.49203

Charges in e, computed with Löwdin, in the same order as the atoms: number 1, N, carries 0.103; number 2, C, carries -0.090; number 3, C, carries 0.031; number 4, C, carries -0.191; number 5, C, carries 0.009; number 6, C, carries -0.093; number 7, C, carries 0.002; number 8, Hg, carries 1.150; number 9, P, carries 0.989; number 10, C, carries -0.279; number 11, C, carries -0.291; number 12, C, carries -0.044; number 13, C, carries -0.087; number 14, C, carries -0.705; number 15, C, carries -0.097; number 16, C, carries -0.044; number 17, Br, carries 0.849; number 18, H, carries 0.109; number 19, H, carries 0.112; number 20, H, carries 0.123; number 21, H, carries 0.122; number 22, H, carries 0.129; number 23, H, carries 0.126; number 24, H, carries 0.128; number 25, H, carries 0.112; number 26, H, carries 0.122; number 27, H, carries 0.108; number 28, P, carries 0.917; number 29, C, carries -0.459; number 30, C, carries -0.148; number 31, H, carries 0.070; number 32, H, carries 0.034; number 33, H, carries 0.041; number 34, H, carries 0.073; number 35, H, carries 0.083; number 36, C, carries -0.492; number 37, C, carries -0.150; number 38, H, carries 0.060; number 39, H, carries 0.013; number 40, H, carries 0.074; number 41, H, carries 0.072; number 42, H, carries 0.078; number 43, C, carries -0.451; number 44, C, carries -0.145; number 45, H, carries 0.033; number 46, H, carries 0.028; number 47, H, carries 0.070; number 48, H, carries 0.070; number 49, H, carries 0.075; number 50, C, carries -0.418; number 51, C, carries -0.115; number 52, H, carries 0.041; number 53, H, carries 0.055; number 54, H, carries 0.071; number 55, H, carries 0.089; number 56, H, carries 0.092; number 57, C, carries -0.402; number 58, C, carries -0.148; number 59, H, carries 0.104; number 60, H, carries 0.087; number 61, H, carries 0.079; number 62, H, carries 0.045; number 63, H, carries 0.094; number 64, C, carries -0.383; number 65, C, carries -0.129; number 66, H, carries 0.086; number 67, H, carries 0.091; number 68, H, carries 0.072; number 69, H, carries 0.092; number 70, H, carries 0.067; number 71, C, carries -0.238; number 72, S, carries 0.838; number 73, C, carries -0.240; number 74, O, carries -0.634; number 75, H, carries 0.061; number 76, H, carries 0.068; number 77, H, carries 0.054; number 78, H, carries 0.065; number 79, H, carries 0.050; number 80, H, carries 0.058

---

[3]
# C4H12N2O2

A 2-piece molecular cluster, C4H12N2O2 overall (wB97M-V/def2-TZVPD, the OMol25 dataset).

Values from the calculation:
Lowest unoccupied orbital energy: 0.98 eV
HOMO level: -8.60 eV
Charge: 0
HOMO-LUMO gap: 0.3520 Ha
Energy: -11417.128 eV
Strongest force on any atom: 1.22 eV/Å

Atoms and positions in Å:
1 C -0.79645 -1.67228 1.74776
2 C -0.66192 -0.26015 1.19892
3 C 0.75596 0.28042 1.49919
4 O 1.16719 1.36262 1.19317
5 N -0.88135 -0.32265 -0.24048
6 C -1.08862 0.98765 -0.86852
7 N -0.84929 0.82861 -2.28997
8 H -0.09937 -2.44967 1.42706
9 H -0.69708 -1.66782 2.83943
10 H -1.78600 -2.05166 1.49940
11 H -1.42794 0.32851 1.70187
12 H 1.38188 -0.51416 1.96080
13 H -0.09493 -0.77296 -0.69619
14 H -0.37579 1.72966 -0.51048
15 H -2.09101 1.28981 -0.55651
16 H -1.42776 0.15730 -2.75406
17 H -1.05765 1.70878 -2.71414
18 O 2.08393 -0.93378 -1.49160
19 H 1.58556 -0.44218 -2.14753
20 H 2.80079 -0.37974 -1.22924

Charges in e, computed with natural (NBO), in the same order as the atoms: number 1, C, carries -0.618; number 2, C, carries -0.169; number 3, C, carries 0.446; number 4, O, carries -0.524; number 5, N, carries -0.627; number 6, C, carries -0.051; number 7, N, carries -0.851; number 8, H, carries 0.216; number 9, H, carries 0.205; number 10, H, carries 0.227; number 11, H, carries 0.210; number 12, H, carries 0.099; number 13, H, carries 0.379; number 14, H, carries 0.183; number 15, H, carries 0.150; number 16, H, carries 0.362; number 17, H, carries 0.360; number 18, O, carries -0.956; number 19, H, carries 0.484; number 20, H, carries 0.474

---

[4]
# C4H5N2O

An isolated ion of composition C4H5N2O and charge +1 (wB97M-V/def2-TZVPD, the OMol25 dataset).

Values from the calculation:
Lowest unoccupied orbital energy (alpha / beta): -6.37 / -6.46 eV
HOMO level (alpha / beta): -13.68 / -13.46 eV
Charge: +1
HOMO-LUMO gap (alpha / beta): 0.2683 / 0.2572 Ha
Energy: -9242.655 eV
Strongest force on any atom: 4.13 eV/Å

Atoms and positions in Å:
1 C 1.60251 1.29440 -0.78715
2 C 0.37063 1.80309 -0.86871
3 C 0.64855 -0.49350 -0.06345
4 C -1.12734 -1.52864 0.86507
5 N 1.85579 0.19195 -0.12201
6 N -0.75485 2.06615 -1.03619
7 O -0.02437 -0.67915 0.94824
8 H -1.04705 -2.26879 1.65083
9 H -0.98353 -2.06913 -0.06337
10 H -2.05834 -0.98102 0.89356
11 H 2.82811 -0.19847 -0.02401
12 H -1.31010 2.86311 -1.39280

Charges in e, computed with natural (NBO), in the same order as the atoms: number 1, C, carries 0.086; number 2, C, carries 0.434; number 3, C, carries 0.443; number 4, C, carries -0.261; number 5, N, carries -0.475; number 6, N, carries -0.456; number 7, O, carries -0.393; number 8, H, carries 0.230; number 9, H, carries 0.215; number 10, H, carries 0.224; number 11, H, carries 0.477; number 12, H, carries 0.475

---

[5]
# C32H28IN6O3Os

C32H28IN6O3Os as an isolated structure (wB97M-V/def2-TZVPD, the OMol25 dataset).

Values from the calculation:
Lowest unoccupied orbital energy (alpha / beta): -10.89 / -10.71 eV
HOMO level (alpha / beta): -16.26 / -16.40 eV
Charge: +3
HOMO-LUMO gap (alpha / beta): 0.1975 / 0.2094 Ha
Energy: -59268.864 eV
Strongest force on any atom: 2.66 eV/Å

Atoms and positions in Å:
1 Os -0.49110 -0.21762 -0.01881
2 C -0.08794 -2.17790 -3.94021
3 C -0.04706 -1.95669 -2.56112
4 N -0.49392 -0.84086 -2.00266
5 C -1.04384 0.13328 -2.79529
6 C -1.07869 0.00171 -4.18787
7 C -0.58715 -1.19585 -4.75388
8 C -1.58436 1.07229 -4.96969
9 C -2.01501 2.22456 -4.36633
10 C -2.01800 2.34502 -2.97033
11 C -1.58823 1.30199 -2.16287
12 N -1.57055 1.25610 -0.77395
13 C -2.18736 2.08483 0.15935
14 C -3.13357 3.07319 -0.07518
15 C -3.66152 3.82887 0.98183
16 C -3.27032 3.60177 2.27465
17 C -2.35325 2.56040 2.57113
18 C -1.96343 2.23234 3.89053
19 C -1.11312 1.18375 4.10530
20 C -0.64805 0.45137 3.00574
21 N -0.98580 0.74281 1.76080
22 C -1.82727 1.79889 1.52095
23 H 0.29163 -3.10680 -4.34049
24 H 0.36976 -2.69577 -1.88966
25 H -0.60837 -1.32477 -5.82910
26 H -1.60175 0.97479 -6.04782
27 H -2.36113 3.05418 -4.96688
28 H -2.33402 3.28316 -2.53966
29 H -3.50578 3.25864 -1.07171
30 H -4.38773 4.59953 0.76274
31 H -3.67263 4.19710 3.08438
32 H -2.34946 2.81201 4.71992
33 H -0.79976 0.90247 5.10034
34 H 0.01309 -0.39575 3.13813
35 O 5.99078 1.75360 1.14268
36 C 5.10053 2.69458 0.60511
37 C 3.76838 2.03112 0.41596
38 C 2.65621 2.75635 -0.00840
39 C 1.45202 2.11677 -0.16756
40 N 1.30357 0.79795 0.05783
41 C 2.37534 0.07841 0.47511
42 C 3.60669 0.67477 0.66471
43 C 2.11888 -1.35049 0.74838
44 C 3.11516 -2.24808 1.07636
45 C 2.79292 -3.57911 1.32258
46 C 3.85919 -4.57372 1.68088
47 O 5.08292 -3.89305 1.78603
48 C 1.45850 -3.95589 1.21594
49 C 0.51104 -3.01189 0.88008
50 N 0.82890 -1.72858 0.65427
51 H 6.86688 2.14280 1.24061
52 H 5.43180 3.06751 -0.37200
53 H 4.96669 3.56298 1.26037
54 H 2.72310 3.81737 -0.21077
55 H 0.57145 2.65221 -0.49376
56 H 4.45221 0.10448 1.01708
57 H 4.14779 -1.94291 1.14807
58 H 3.88416 -5.34193 0.89874
59 H 3.57577 -5.06563 2.61784
60 H 5.77461 -4.49814 2.07623
61 H 1.14789 -4.97739 1.39395
62 H -0.53480 -3.26747 0.77768
63 N -4.17806 -0.61366 0.00925
64 C -3.35233 -1.62279 0.21616
65 O -2.10942 -1.49812 0.33248
66 C -3.93327 -2.99685 0.35321
67 I -3.00798 -4.33013 -1.01708
68 H -3.83792 0.33427 -0.05249
69 H -5.17031 -0.76936 -0.08166
70 H -5.00289 -3.01472 0.16607
71 H -3.74069 -3.36829 1.35779

Charges in e, computed with Löwdin, in the same order as the atoms: number 1, Os, carries 1.548; number 2, C, carries 0.008; number 3, C, carries -0.073; number 4, N, carries -0.042; number 5, C, carries -0.138; number 6, C, carries -0.123; number 7, C, carries 0.060; number 8, C, carries 0.049; number 9, C, carries -0.009; number 10, C, carries 0.043; number 11, C, carries -0.181; number 12, N, carries -0.046; number 13, C, carries -0.217; number 14, C, carries 0.032; number 15, C, carries -0.011; number 16, C, carries 0.044; number 17, C, carries -0.121; number 18, C, carries 0.055; number 19, C, carries 0.009; number 20, C, carries -0.053; number 21, N, carries -0.046; number 22, C, carries -0.148; number 23, H, carries 0.132; number 24, H, carries 0.116; number 25, H, carries 0.145; number 26, H, carries 0.142; number 27, H, carries 0.133; number 28, H, carries 0.113; number 29, H, carries 0.112; number 30, H, carries 0.133; number 31, H, carries 0.142; number 32, H, carries 0.144; number 33, H, carries 0.132; number 34, H, carries 0.129; number 35, O, carries -0.031; number 36, C, carries -0.190; number 37, C, carries -0.126; number 38, C, carries 0.035; number 39, C, carries -0.073; number 40, N, carries -0.061; number 41, C, carries -0.157; number 42, C, carries 0.090; number 43, C, carries -0.178; number 44, C, carries 0.090; number 45, C, carries -0.128; number 46, C, carries -0.189; number 47, O, carries -0.034; number 48, C, carries 0.038; number 49, C, carries -0.097; number 50, N, carries -0.065; number 51, H, carries 0.120; number 52, H, carries 0.150; number 53, H, carries 0.147; number 54, H, carries 0.142; number 55, H, carries 0.115; number 56, H, carries 0.129; number 57, H, carries 0.128; number 58, H, carries 0.148; number 59, H, carries 0.148; number 60, H, carries 0.119; number 61, H, carries 0.142; number 62, H, carries 0.076; number 63, N, carries 0.257; number 64, C, carries -0.573; number 65, O, carries -0.191; number 66, C, carries -0.532; number 67, I, carries 0.947; number 68, H, carries 0.101; number 69, H, carries 0.147; number 70, H, carries 0.063; number 71, H, carries 0.078